1.
DFT (ωB97M-V with the def2-TZVPD basis set) results for a single C7H11N molecule.

Last columns: bonded neighbours and bond lengths (Å).
Cartesian coordinates (Å):
1 C -1.614 0.936 -0.027  C2 1.455, C6 1.626, H8 1.223, H9 1.074
2 C -0.597 1.480 0.861  C1 1.455, C3 1.590, H10 1.193, H11 1.121
3 C 0.461 0.340 1.189  C2 1.590, C4 1.705, C7 1.435, H12 1.117
4 C 1.333 -0.855 0.343  C3 1.705, C7 1.342, H13 1.172, N19 1.332
5 C 0.241 -0.796 -1.784  C6 1.571, H15 1.190, H16 1.010, N19 1.584
6 C -0.639 -0.225 -0.615  C1 1.626, C5 1.571, C7 1.560, H17 1.043
7 C 0.022 -0.904 0.624  C3 1.435, C4 1.342, C6 1.560, H18 1.106
8 H -2.538 0.581 0.693  C1 1.223
9 H -2.215 1.652 -0.556  C1 1.074
10 H 0.049 2.432 0.547  C2 1.193
11 H -0.968 1.807 1.867  C2 1.121
12 H 0.872 0.141 2.209  C3 1.117
13 H 2.245 -1.263 0.955  C4 1.172
14 H 2.054 -1.694 -1.122  N19 0.996
15 H 0.526 -0.130 -2.728  C5 1.190
16 H -0.096 -1.726 -1.988  C5 1.010
17 H 0.001 0.598 -0.619  C6 1.043
18 H -0.731 -1.550 1.113  C7 1.106
19 N 1.596 -0.824 -0.963  C4 1.332, C5 1.584, H14 0.996

Relative energy (zero: lowest compared OMol25 entry of this formula, charge and spin) ... 7.828 eV
Lowest unoccupied orbital energy ... 1.01 eV
E_HOMO ... -0.287 hartree
Energy ... -327.80029 Eh
Total charge ... 0
SMILES string ... C1C[C@@H]2[C@@H]3NC[C@H]1[C@H]23

2.
DFT (ωB97M-V with the def2-TZVPD basis set) results for a 2-piece molecular cluster, C7H11N overall.

Last columns: bonded neighbours and bond lengths (Å).
Cartesian coordinates (Å):
1 C -1.332 -2.500 0.600  C2 1.213, H9 1.033
2 C -0.421 -1.851 0.128  C1 1.213, C7 1.415
3 C 2.216 0.468 -0.209  N8 1.250, H10 1.108, H11 1.167
4 C -0.296 1.128 1.712  C6 1.494, H12 1.077, H13 1.040, H14 1.081
5 C -0.224 -0.374 -1.982  C7 1.506, H15 1.065, H16 1.058, H17 1.084
6 C -0.913 0.900 0.370  C4 1.494, H18 1.052, H19 1.111
7 C 0.149 -0.765 -0.576  C2 1.415, C5 1.506, N8 1.380
8 N 1.363 -0.424 -0.015  C3 1.250, C7 1.380
9 H -1.796 -3.208 1.193  C1 1.033
10 H 2.998 0.627 0.559  C3 1.108
11 H 2.264 1.226 -1.096  C3 1.167
12 H -0.953 1.533 2.464  C4 1.077
13 H -0.144 0.243 2.235  C4 1.040
14 H 0.602 1.718 1.586  C4 1.081
15 H -0.946 -1.102 -2.272  C5 1.065
16 H -0.729 0.555 -1.968  C5 1.058
17 H 0.672 -0.389 -2.592  C5 1.084
18 H -1.867 0.495 0.195  C6 1.052
19 H -0.642 1.718 -0.331  C6 1.111

Relative energy (zero: lowest compared OMol25 entry of this formula, charge and spin) ... 6.071 eV
Lowest unoccupied orbital energy (spin up / spin down) ... 0.28 / 0.27 eV
E_HOMO (spin up / spin down) ... -0.292 / -0.292 hartree
Energy ... -327.86488 Eh
Total charge ... 0

3.
DFT (ωB97M-V with the def2-TZVPD basis set) results for a single C7H11N molecule.

Last columns: bonded neighbours and bond lengths (Å).
Cartesian coordinates (Å):
1 C 0.453 -0.896 -0.361  C3 1.518, C4 1.849, H10 1.089, H11 1.092
2 C -2.334 -0.883 0.322  C4 1.486, H12 1.090, H13 1.092, H14 1.090
3 C 0.844 -1.086 1.095  C1 1.518, H15 1.090, H16 1.093, H17 1.090
4 C -1.261 -0.211 -0.456  C1 1.849, C2 1.486, N7 1.250
5 C -0.329 1.740 -1.242  N7 1.362, C8 1.345, H9 1.083
6 C 2.020 1.792 -0.163  C8 1.307, H18 1.082, H19 1.082
7 N -1.384 0.923 -0.969  C4 1.250, C5 1.362
8 C 0.871 1.470 -0.698  C5 1.345, C6 1.307
9 H -0.447 2.416 -2.079  C5 1.083
10 H 0.170 -1.843 -0.818  C1 1.089
11 H 1.322 -0.663 -0.979  C1 1.092
12 H -2.399 -1.941 0.068  C2 1.090
13 H -2.124 -0.799 1.390  C2 1.092
14 H -3.291 -0.398 0.136  C2 1.090
15 H 0.153 -0.630 1.803  C3 1.090
16 H 0.892 -2.135 1.395  C3 1.093
17 H 1.821 -0.695 1.376  C3 1.090
18 H 2.885 1.147 -0.248  C6 1.082
19 H 2.139 2.693 0.424  C6 1.082

Relative energy (zero: lowest compared OMol25 entry of this formula, charge and spin) ... 4.526 eV
Lowest unoccupied orbital energy ... 0.87 eV
E_HOMO ... -0.305 hartree
Energy ... -327.92164 Eh
Total charge ... 0
SMILES string ... C=C=C/N=C(/C)CC

4.
DFT (ωB97M-V with the def2-TZVPD basis set) results for an isolated ion of composition C7H11N2 and charge +1.

Last columns: bonded neighbours and bond lengths (Å).
Cartesian coordinates (Å):
1 C -1.275 -1.129 -1.954  C2 1.414, C3 1.360, H10 1.161
2 C -0.789 -2.087 -1.035  C1 1.414, C4 1.341, H11 1.059
3 C -1.008 0.205 -1.934  C1 1.360, C5 1.467, H12 1.174
4 C 0.070 -1.767 -0.056  C2 1.341, C7 1.501, H13 1.163
5 C -0.170 0.683 -0.829  C3 1.467, C6 1.548, C7 1.518, H14 1.092
6 C -0.706 0.648 0.623  C5 1.548, C7 1.507, N8 1.523, H15 1.122
7 C 0.366 -0.314 0.181  C4 1.501, C5 1.518, C6 1.507, N9 1.476
8 N 0.012 1.693 1.466  C6 1.523, H16 1.049, H17 1.019
9 N 1.662 -0.030 0.828  C7 1.476, H18 1.034, H19 1.013, H20 1.244
10 H -2.106 -1.468 -2.690  C1 1.161
11 H -0.999 -3.120 -1.129  C2 1.059
12 H -1.249 0.930 -2.826  C3 1.174
13 H 0.482 -2.568 0.679  C4 1.163
14 H 0.550 1.441 -1.144  C5 1.092
15 H -1.673 0.120 0.841  C6 1.122
16 H -0.198 1.548 2.484  N8 1.049
17 H -0.236 2.659 1.255  N8 1.019
18 H 2.569 -0.212 0.366  N9 1.034
19 H 1.736 -0.575 1.679  N9 1.013
20 H 1.278 1.072 1.259  N9 1.244

Relative energy (zero: lowest compared OMol25 entry of this formula, charge and spin) ... 2.956 eV
Lowest unoccupied orbital energy ... -3.10 eV
E_HOMO ... -0.453 hartree
Energy ... -382.51497 Eh
Total charge ... +1
SMILES string ... N[C@H]1[C@@H]2C=CC=C[C@]12[NH3+]

5.
DFT (ωB97M-V with the def2-TZVPD basis set) results for an isolated ion of composition C7H11N2O and charge +1.

Last columns: bonded neighbours and bond lengths (Å).
Cartesian coordinates (Å):
1 C 1.923 1.578 1.180  C2 1.403, C3 1.433, H11 1.099
2 C 2.297 0.344 0.629  C1 1.403, N9 1.335, H12 1.092
3 C 0.656 2.227 1.022  C1 1.433, N8 1.223, H13 1.156
4 C -1.883 0.107 -0.199  C5 1.563, C6 1.484, O10 1.211
5 C -1.008 1.358 -0.535  C4 1.563, N8 1.247, H14 1.056
6 C -3.356 0.256 -0.101  C4 1.484, H15 1.160, H16 1.146, H17 1.082
7 C 1.732 -1.779 -0.601  N9 1.474, H18 1.086, H19 1.102, H20 1.074
8 N -0.119 1.934 0.123  C3 1.223, C5 1.247
9 N 1.458 -0.437 -0.056  C2 1.335, C7 1.474, H21 1.080
10 O -1.323 -0.953 -0.022  C4 1.211
11 H 2.646 2.092 1.830  C1 1.099
12 H 3.371 0.240 0.802  C2 1.092
13 H 0.491 3.125 1.731  C3 1.156
14 H -1.274 1.849 -1.432  C5 1.056
15 H -3.683 1.080 -0.849  C6 1.160
16 H -3.640 0.634 0.943  C6 1.146
17 H -3.794 -0.718 -0.270  C6 1.082
18 H 0.810 -2.142 -1.045  C7 1.086
19 H 2.595 -1.647 -1.274  C7 1.102
20 H 1.979 -2.519 0.136  C7 1.074
21 H 0.389 -0.395 0.089  N9 1.080

Relative energy (zero: lowest compared OMol25 entry of this formula, charge and spin) ... 2.557 eV
Lowest unoccupied orbital energy (spin up / spin down) ... -4.74 / -4.74 eV
E_HOMO (spin up / spin down) ... -0.463 / -0.463 hartree
Energy ... -457.74505 Eh
Total charge ... +1
SMILES string ... C/[NH+]=C/C=C\N=C/C(C)=O

6.
DFT (ωB97M-V with the def2-TZVPD basis set) results for a 2-piece molecular cluster, C7H11N2O4 overall.

Last columns: bonded neighbours and bond lengths (Å).
Cartesian coordinates (Å):
1 C -2.674 -1.288 0.258  C2 1.436, C3 1.325, H14 1.092
2 C -2.806 0.113 -0.024  C1 1.436, C4 1.364, H15 1.147
3 C -1.549 -1.948 0.491  C1 1.325, O10 1.444, O12 1.307
4 C -1.916 1.137 -0.166  C2 1.364, O11 1.360, O13 1.340
5 C 2.623 2.156 1.088  C6 1.341, H16 1.103, H17 1.070
6 C 2.634 1.370 0.002  C5 1.341, C7 1.485, H18 1.041
7 C 2.248 -0.062 0.081  C6 1.485, N9 1.303, H19 1.029
8 N -0.517 -0.443 -0.885  O10 1.320, O11 1.403, H21 1.111
9 N 2.424 -0.871 -0.925  C7 1.303, H20 1.025, H22 0.993
10 O -0.375 -1.152 0.219  C3 1.444, N8 1.320
11 O -0.641 0.923 -0.590  C4 1.360, N8 1.403
12 O -1.254 -3.219 0.563  C3 1.307, H23 0.975
13 O -2.352 2.402 -0.246  C4 1.340, H24 0.975
14 H -3.648 -1.672 0.569  C1 1.092
15 H -3.890 0.441 0.164  C2 1.147
16 H 3.237 3.062 1.219  C5 1.103
17 H 2.003 1.870 1.912  C5 1.070
18 H 3.189 1.553 -0.859  C6 1.041
19 H 1.960 -0.484 0.974  C7 1.029
20 H 2.273 -1.879 -0.822  N9 1.025
21 H 0.311 -0.860 -1.497  N8 1.111
22 H 2.481 -0.477 -1.835  N9 0.993
23 H -1.998 -3.835 0.702  O12 0.975
24 H -1.761 3.162 -0.393  O13 0.975

Lowest unoccupied orbital energy ... -5.44 eV
E_HOMO ... -0.375 hartree
Energy ... -683.30241 Eh
Total charge ... +1